## i
Density functional theory data (ωB97M-V with the def2-TZVPD basis set) for an isolated molecule of C7H6N2O3.

Results
- Kohn-Sham gap (eV) = 10.1506
- LUMO level (eV) = 0.6
- structure (SMILES) = C=C1N(C)C(=O)C12C(=O)NC2=O

```
! wB97M-V def2-TZVPD RIJCOSX def2/J DEFGRID3
* xyz 0 1
C -1.0821 0.7994 -0.9433
C 0.0380 0.4768 -0.3434
N 0.4840 -0.5102 0.5734
C -0.2356 -1.6504 1.1411
C 1.7423 -0.1192 0.6980
O 2.6705 -0.4509 1.3662
C 1.4197 1.0855 -0.4267
C 1.7246 2.5654 -0.0815
O 1.5150 3.3167 0.7905
N 2.4537 2.7000 -1.2767
C 2.3016 1.3749 -1.6763
O 2.7451 0.7452 -2.5929
H -2.0425 0.3880 -0.6362
H -1.0348 1.5346 -1.6608
H -1.0116 -1.2340 1.6709
H -0.5912 -2.4152 0.5382
H 0.2677 -2.0747 1.8952
H 2.7771 3.5046 -1.7628
*
```

The net atomic charges from Mulliken, expressed in e, are: -1.29, 0.12, 0.10, -1.20, 0.35, -0.62, 1.04, 0.28, -0.52, -0.08, 0.25, -0.55, 0.30, 0.34, 0.45, 0.36, 0.51, 0.18

## ii
Density functional theory data (ωB97M-V with the def2-TZVPD basis set) for an isolated molecule of C7H6N2O3.

Results
- Kohn-Sham gap (eV) = 7.7176
- LUMO level (eV) = -0.4
- structure (SMILES) = O=[N+]([O-])O/C=N/c1ccccc1

```
! wB97M-V def2-TZVPD RIJCOSX def2/J DEFGRID3
* xyz 0 1
O 5.6017 -0.8923 0.8963
N 5.7535 0.0346 0.1978
O 6.5988 0.7075 -0.1968
O 4.4016 0.6433 -0.3172
C 3.2902 0.0133 0.0272
N 2.1505 0.4081 -0.3532
C 0.8124 0.1930 -0.2227
C 0.0818 1.2037 0.3759
C -1.2370 1.2806 0.5072
C -2.0341 0.2581 -0.0836
C -1.3447 -0.7342 -0.7757
C 0.0417 -0.7761 -0.8474
H 3.4395 -0.7777 0.7041
H 0.6647 1.9519 0.8455
H -1.7928 2.0221 1.0707
H -3.0416 0.1139 -0.0132
H -1.8742 -1.5941 -1.2515
H 0.4749 -1.5742 -1.4878
*
```

The net atomic charges from Mulliken, expressed in e, are: -0.49, 1.17, -0.47, -0.36, 0.05, -0.28, 0.30, -0.22, -0.73, -0.49, -0.35, -0.27, 0.41, 0.35, 0.34, 0.47, 0.27, 0.30

Q: Which of them is the least stable? A: ii.

## i
Density functional theory data (ωB97M-V with the def2-TZVPD basis set) for a cluster of 2 separate species, C11H15NO in total.

Results
- Kohn-Sham gap (eV) = 8.5372
- LUMO level (eV) = 0.9
- structure (SMILES) = Cc1c[nH]c2ccccc12.CCO

```
! wB97M-V def2-TZVPD RIJCOSX def2/J DEFGRID3
* xyz 0 1
C -2.3185 1.5025 -3.4135
C -1.8955 0.9275 -2.1148
C -2.6642 0.9181 -0.9762
N -2.1792 -0.0335 -0.0958
C -1.0972 -0.6909 -0.6472
C -0.2580 -1.6597 -0.1402
C 0.9493 -1.8823 -0.7802
C 1.1918 -1.2839 -2.0284
C 0.3470 -0.3011 -2.5441
C -0.8269 0.0072 -1.8612
H -1.7801 0.9123 -4.1902
H -2.0220 2.4873 -3.7424
H -3.3214 1.2890 -3.7949
H -3.5074 1.5135 -0.6697
H -2.5764 -0.4612 0.7204
H -0.4717 -2.2202 0.7667
H 1.7474 -2.5305 -0.4679
H 2.1955 -1.4189 -2.4301
H 0.5344 0.1863 -3.4962
C 2.0473 0.6941 4.3471
C 1.5462 0.1780 3.0393
O 2.6190 -0.2235 2.1456
H 2.4835 1.6919 4.2328
H 2.8876 0.0964 4.7324
H 1.2249 0.7772 5.0641
H 0.9438 -0.7537 3.1393
H 0.9319 0.8282 2.4215
H 3.2688 -0.5499 2.7839
*
```

The net atomic charges from Mulliken, expressed in e, are: -1.25, 0.40, -0.66, -0.05, -0.15, -0.75, -0.40, -0.69, -0.39, 0.96, 0.32, 0.32, 0.32, 0.42, 0.22, 0.34, 0.39, 0.31, 0.35, -1.12, -0.01, -0.50, 0.30, 0.34, 0.30, 0.16, 0.27, 0.26

## ii
Density functional theory data (ωB97M-V with the def2-TZVPD basis set) for a cluster of 2 separate species, C11H15NO in total.

Results
- Kohn-Sham gap (eV) = 8.8503
- LUMO level (eV) = 0.9
- structure (SMILES) = Cc1c[nH]c2ccccc12.CCO

```
! wB97M-V def2-TZVPD RIJCOSX def2/J DEFGRID3
* xyz 0 1
C -2.8037 -1.2120 0.9943
C -2.0124 -0.2961 0.1293
C -2.1646 -0.0323 -1.1913
N -1.1643 0.8274 -1.6458
C -0.4185 1.1992 -0.5664
C 0.4654 2.2678 -0.2931
C 0.8549 2.5377 0.9898
C 0.2934 1.8902 2.0906
C -0.5280 0.7989 1.8932
C -0.8956 0.5169 0.5843
H -2.3086 -2.1396 1.2731
H -3.7592 -1.4590 0.5126
H -3.1505 -0.6349 1.8589
H -2.9785 -0.3729 -1.8056
H -1.0388 1.0755 -2.6116
H 0.7892 2.7861 -1.2025
H 1.6547 3.2470 1.1944
H 0.5001 2.3176 3.0714
H -0.9454 0.2619 2.7363
C 2.5476 -0.7189 -0.9232
C 1.6729 -1.9112 -0.5872
O 1.8149 -2.9834 -1.5362
H 2.8280 -0.5569 -1.9627
H 3.5366 -0.6382 -0.4278
H 2.0833 0.1227 -0.3981
H 1.8766 -2.2924 0.4204
H 0.5901 -1.7325 -0.6072
H 2.6604 -2.8687 -1.9900
*
```

The net atomic charges from Mulliken, expressed in e, are: -1.30, 0.57, -0.98, 0.03, -0.40, -0.72, -0.50, -0.44, -0.73, 1.44, 0.26, 0.38, 0.35, 0.42, 0.18, 0.28, 0.38, 0.36, 0.41, -0.84, 0.21, -0.57, 0.40, 0.38, -0.01, 0.18, -0.03, 0.30

Q: Which of them is the least stable? A: i.

## i
Density functional theory data (ωB97M-V with the def2-TZVPD basis set) for an isolated molecule of C10H12O2S.

Results
- Kohn-Sham gap (eV) = 9.5265
- LUMO level (eV) = 0.6
- structure (SMILES) = CCC(=O)Oc1ccccc1SC

```
! wB97M-V def2-TZVPD RIJCOSX def2/J DEFGRID3
* xyz 0 1
C 0.4948 3.2305 -0.6764
C 0.3761 2.8284 0.7429
C 0.2074 1.2751 0.8568
O -0.5790 0.8084 1.7092
O 1.0515 0.5995 0.1253
C 0.7169 -0.7330 0.1628
C 1.3677 -1.5001 1.1211
C 1.3198 -2.8919 1.0759
C 0.6959 -3.4548 -0.1015
C -0.1083 -2.6994 -0.9016
C -0.0614 -1.2322 -0.8314
S -0.9329 -0.0358 -1.6930
C -2.4520 -0.0867 -0.7214
H 1.2580 2.7420 -1.1815
H 0.6861 4.3464 -0.9920
H -0.4403 2.9320 -1.2184
H -0.6236 3.1144 1.1868
H 1.1708 3.2917 1.5376
H 2.2153 -1.1720 1.8221
H 1.8946 -3.5957 1.7860
H 0.6932 -4.4899 -0.2387
H -0.6190 -3.2182 -1.7550
H -2.9412 -1.0055 -0.8860
H -2.3241 0.1972 0.2503
H -3.0664 0.7496 -1.1797
*
```

The net atomic charges from Mulliken, expressed in e, are: -0.96, -0.32, 0.50, -0.60, -0.33, 0.57, -0.46, -0.51, -0.58, -0.47, 0.67, -0.18, -0.91, 0.31, 0.29, 0.21, 0.25, 0.23, 0.25, 0.29, 0.44, 0.32, 0.35, 0.34, 0.31

## ii
Density functional theory data (ωB97M-V with the def2-TZVPD basis set) for a cluster of 2 separate species, C10H12O2S in total.

Results
- Kohn-Sham gap (eV) = 9.0582
- LUMO level (eV) = 0.6

```
! wB97M-V def2-TZVPD RIJCOSX def2/J DEFGRID3
* xyz 0 1
C -3.5637 -0.2930 0.5317
C -2.8664 -1.4806 0.7129
C -3.0779 0.8269 -0.0660
C -1.4169 -1.5595 0.4494
C -1.7201 0.7913 -0.3451
C -0.9184 -0.3400 -0.0879
C 3.0551 -1.5665 0.3904
C -0.9777 1.9061 -0.9666
C 0.4786 1.7412 -0.5799
C 4.0290 -0.6928 0.1986
O 1.1304 -0.6096 -1.8474
O 4.2617 0.2291 1.1597
S 0.8592 -0.0704 -0.4682
H -4.6712 -0.3674 0.8501
H -3.2723 -2.3310 1.1662
H -3.6826 1.7046 0.0171
H -0.8377 -2.4320 0.3931
H 2.6548 -1.4121 1.3994
H -1.1543 1.8909 -2.0577
H -1.4553 2.7898 -0.4845
H 1.1901 2.0585 -1.3981
H 0.8475 2.2883 0.2747
H 2.8391 -2.4260 -0.2856
H 4.6078 -0.6150 -0.7788
H 3.6613 -0.0310 1.8224
*
```

The net atomic charges from Mulliken, expressed in e, are: -0.26, -0.60, -0.75, -0.56, 0.55, 0.16, -0.86, -0.53, -0.77, 0.19, -0.63, -0.46, 0.64, 0.24, 0.43, 0.35, 0.47, 0.23, 0.24, 0.32, 0.32, 0.42, 0.29, 0.31, 0.25

Q: Which of them is the least stable? A: ii.

## i
Density functional theory data (ωB97M-V with the def2-TZVPD basis set) for a cluster of 3 separate species, C5H13NP in total.

Results
- Kohn-Sham gap (eV) = 6.7536
- LUMO level (eV) = -5.6

```
! wB97M-V def2-TZVPD RIJCOSX def2/J DEFGRID3
* xyz 1 1
C -1.2740 -0.9156 2.8938
C -3.4618 -0.7270 0.4077
C 3.8596 1.3877 -2.7060
C -2.0992 -0.1603 0.0622
C 4.8797 0.8085 -2.0415
N -1.0124 -0.1837 1.0506
P 0.4502 0.3202 0.9814
H -1.4036 0.1429 3.2090
H -2.1386 -1.5725 2.6589
H -3.2480 -1.6091 0.9718
H -4.1532 0.0449 0.9901
H -3.8818 -0.9417 -0.5084
H -0.3872 -1.4984 3.1340
H 3.7985 2.4021 -2.6506
H 3.3118 0.6793 -3.3659
H -2.2277 0.8169 -0.2133
H -1.7971 -0.8393 -0.6898
H 5.6675 1.2406 -1.4555
H 4.9791 -0.2369 -2.2960
H 0.1381 0.8411 -0.4325
*
```

The net atomic charges from Mulliken, expressed in e, are: -0.53, -1.27, -0.53, -0.29, -0.50, -0.02, 0.18, 0.39, 0.23, 0.37, 0.26, 0.40, 0.34, 0.32, 0.22, 0.45, 0.36, 0.28, 0.21, 0.11

## ii
Density functional theory data (ωB97M-V with the def2-TZVPD basis set) for the ion C5H13NP with charge +1.

Results
- Kohn-Sham gap (eV) = 11.5347
- LUMO level (eV) = -3.1
- structure (SMILES) = CP(C)(C)=[N+]1CC1

```
! wB97M-V def2-TZVPD RIJCOSX def2/J DEFGRID3
* xyz 1 1
C -0.6787 0.4376 -1.6749
P -0.4637 -0.0280 0.0499
C -1.0984 1.3588 0.9840
C -1.5242 -1.4159 0.4033
N 0.9808 -0.6607 0.6054
C 2.3819 0.4994 0.4925
C 2.1327 -0.7549 -0.2475
H -0.0867 -0.1018 -2.2744
H -0.5734 1.4707 -1.8031
H -1.6602 0.1224 -1.9433
H -2.0303 1.1009 1.3667
H -1.1154 2.2084 0.3846
H -0.6078 1.5437 1.9931
H -1.2471 -2.4159 -0.0930
H -2.6569 -1.2992 0.0494
H -1.5794 -1.6478 1.5662
H 2.9485 0.3621 1.4824
H 2.1589 1.5147 0.0069
H 2.0846 -0.7182 -1.2775
H 2.6348 -1.5762 -0.0707
*
```

The net atomic charges from Mulliken, expressed in e, are: -1.37, 1.16, -1.27, -1.24, -0.35, -0.20, -0.53, 0.46, 0.46, 0.41, 0.45, 0.43, 0.36, 0.36, 0.36, 0.33, 0.27, 0.27, 0.30, 0.33

## iii
Density functional theory data (ωB97M-V with the def2-TZVPD basis set) for the ion C5H13NP with charge +1.

Results
- Kohn-Sham gap (eV) = 10.1711
- LUMO level (eV) = -3.3
- structure (SMILES) = C[NH2+]CC/C=C\P

```
! wB97M-V def2-TZVPD RIJCOSX def2/J DEFGRID3
* xyz 1 1
C -1.5203 -1.7325 0.4544
N -1.3196 -0.7442 -0.5512
C -1.3971 0.6971 -0.0049
C -0.2171 1.1030 0.8253
C 1.0163 1.6274 0.0155
C 2.1866 0.9614 -0.2876
P 2.2838 -0.9234 -0.1676
H -0.9821 -1.4573 1.3731
H -2.5749 -1.8904 0.6063
H -1.0527 -2.6978 0.0342
H -0.3607 -0.9389 -0.9120
H -1.8146 -0.8009 -1.4404
H -2.3071 0.8191 0.6054
H -1.4935 1.4114 -0.9049
H 0.1430 0.4137 1.4830
H -0.3956 1.9380 1.3702
H 0.8372 2.6943 -0.3032
H 2.8787 1.3849 -0.9542
H 3.5319 -0.8439 0.2287
H 2.5578 -1.0210 -1.4702
*
```

The net atomic charges from Mulliken, expressed in e, are: -0.77, -0.14, -0.41, -0.92, -0.18, -0.56, -0.14, 0.30, 0.36, 0.35, 0.20, 0.38, 0.29, 0.38, 0.56, 0.40, 0.31, 0.44, 0.09, 0.06

Q: Which of them is the least stable? A: i.